## a
20
Properties=species:S:1:pos:R:3 method="wB97M-V/def2-TZVPD" gap_ev=9.33 smiles="CC1C(=O)c2ccccc2C1=O"
C 2.386 1.061 -1.402
C 1.624 0.146 -0.638
C 0.455 -0.614 -1.283
C -0.489 -0.556 -0.220
C -1.578 -1.457 -0.114
C -2.570 -1.192 0.879
C -2.431 -0.147 1.788
C -1.186 0.503 1.801
C -0.207 0.193 0.902
C 1.141 0.889 0.407
H 3.209 0.743 -2.270
H 1.780 1.784 -2.278
H 3.030 1.653 -0.784
H 2.181 -0.921 -0.278
H -1.817 -2.256 -0.874
H -3.384 -1.736 0.831
H -3.080 0.206 2.465
H -1.337 1.599 2.332
O 0.378 -1.193 -2.281
O 1.690 1.939 0.799

## b
20
Properties=species:S:1:pos:R:3 method="wB97M-V/def2-TZVPD" gap_ev=8.62 smiles=Oc1ccc2c(O)cccc2c1
C 1.591 -1.279 -1.030
C 1.791 0.029 -1.380
C 1.088 0.964 -0.736
C 0.165 0.533 0.233
C -0.784 1.600 0.765
C -1.913 1.227 1.376
C -2.463 -0.271 1.314
C -1.562 -1.164 0.871
C -0.201 -0.826 0.393
C 0.668 -1.739 -0.104
H 3.151 -1.782 -2.037
H 2.685 0.321 -1.957
H 1.151 1.955 -1.115
H 0.321 3.038 -0.043
H -2.353 2.035 1.988
H -3.509 -0.370 1.704
H -1.992 -2.172 0.565
H 0.421 -2.851 0.217
O 2.247 -2.196 -1.800
O -0.503 2.948 0.776

Name the least stable of them. a.

## a
15
Properties=species:S:1:pos:R:3 method="wB97M-V/def2-TZVPD" gap_ev=9.79
C 2.129 -0.638 -0.905
N -1.372 0.195 -0.780
N -0.473 1.359 1.570
N 1.203 -0.448 0.229
F -2.473 -1.281 0.984
F 0.688 1.964 -0.688
P -2.799 0.103 0.074
P -0.072 0.652 0.047
H 2.886 0.177 -0.935
H 2.789 -1.460 -0.718
H 1.696 -0.671 -1.970
H -1.516 1.181 1.494
H -0.090 0.755 2.286
H 0.720 -1.350 0.334
H -3.317 -0.536 -1.021

## b
15
Properties=species:S:1:pos:R:3 method="wB97M-V/def2-TZVPD" gap_ev="7.82 / 7.82"
C -1.612 0.072 -0.771
N 1.332 0.209 -1.187
N 1.606 -0.144 1.604
N -0.800 -0.388 0.340
F 4.115 1.022 0.372
F 1.060 -2.069 0.250
P 3.851 -0.337 -0.472
P 0.859 -0.434 0.131
H -2.548 -0.487 -0.799
H -1.838 1.142 -0.721
H -1.050 -0.115 -1.683
H 1.204 -0.613 2.401
H 1.884 0.808 1.786
H -1.127 -0.091 1.249
H 4.120 0.296 -1.697

Name the least stable of them. b.

## a
24
Properties=species:S:1:pos:R:3 method="wB97M-V/def2-TZVPD" spin_multiplicity=3 s_squared=2.0173 gap_ev="5.80 / 7.81"
C -2.047 1.863 -0.618
C -1.773 0.595 -0.229
C -2.799 -0.357 0.269
C 2.030 1.774 -1.495
C 0.170 -2.893 0.974
C 1.787 1.183 -0.063
C 0.715 -1.571 1.440
Si 0.665 -0.348 -0.021
H -1.212 2.628 -0.818
H -3.050 2.260 -0.689
H -3.618 -0.208 -0.381
H -2.998 -0.164 1.421
H -2.354 -1.313 0.162
H 1.651 2.750 -1.740
H 3.132 1.927 -1.674
H 1.597 0.995 -2.110
H -0.538 -2.483 0.277
H 1.026 -3.470 0.615
H -0.275 -3.529 1.805
H 1.223 1.973 0.537
H 2.849 1.132 0.356
H 1.690 -1.621 1.804
H 0.151 -1.197 2.248
H 0.471 -1.039 -1.253

## b
24
Properties=species:S:1:pos:R:3 method="wB97M-V/def2-TZVPD" spin_multiplicity=3 s_squared=2.0072 gap_ev="5.92 / 8.01"
C -2.707 -1.195 1.623
C -2.047 -0.838 0.530
C 2.332 0.719 0.113
C 0.203 1.226 -1.265
C 0.359 1.885 1.077
C 0.129 -2.366 -1.675
C 0.769 0.746 0.050
Si -0.114 -0.975 0.451
H -3.759 -0.836 1.779
H -2.263 -1.886 2.191
H -2.390 -0.099 -0.281
H 2.559 0.015 1.030
H 2.622 0.251 -0.901
H 2.821 1.753 0.143
H -0.792 1.287 -1.204
H 0.388 0.566 -2.195
H 0.568 2.166 -1.747
H -0.593 1.801 1.283
H 0.926 1.861 2.116
H 0.570 2.758 0.615
H 1.027 -2.089 -2.216
H -0.067 -3.245 -1.251
H -0.699 -1.934 -2.164
H 0.159 -1.569 1.900

Name the least stable of them. b.

## a
20
Properties=species:S:1:pos:R:3 method="wB97M-V/def2-TZVPD" total_charge=-1 gap_ev=6.58
C 2.046 -1.038 0.737
C 0.743 -1.641 0.298
C 0.519 -1.731 -1.296
S -0.182 -0.067 -1.765
H 2.193 -0.956 1.851
H 1.818 0.041 0.675
H 3.031 -1.242 0.294
H 0.645 -2.634 0.710
H -0.276 -1.121 0.646
H -0.152 -2.542 -1.609
H 1.555 -1.894 -1.893
H -0.441 3.399 3.121
H 0.913 4.007 2.997
O 0.208 3.825 3.589
H -2.658 -1.207 -2.225
H -3.068 -1.014 -3.652
O -3.426 -1.080 -2.758
H -0.647 2.450 -0.445
H -1.734 1.893 0.315
O -1.087 2.553 0.410

## b
20
Properties=species:S:1:pos:R:3 method="wB97M-V/def2-TZVPD" total_charge=-1 gap_ev=6.33
C -0.636 0.295 -2.154
C -1.996 0.891 -1.765
C -3.058 -0.106 -1.265
S -2.636 -0.824 0.371
H -0.234 0.606 -3.121
H 0.220 0.413 -1.457
H -0.795 -0.783 -2.116
H -2.352 1.514 -2.639
H -1.793 1.653 -1.008
H -4.052 0.371 -1.258
H -3.129 -0.883 -2.047
H 5.665 1.112 -0.383
H 6.104 -0.020 0.658
O 6.384 0.606 -0.010
H -0.769 0.192 1.141
H -0.327 -0.341 2.461
O -0.009 0.250 1.778
H 1.877 0.121 1.857
H 2.463 -1.135 2.253
O 2.773 -0.271 1.948

Name the least stable of them. a.

## a
13
Properties=species:S:1:pos:R:3 method="wB97M-V/def2-TZVPD" gap_ev=9.95 smiles=C[C@@H]1S[C@@H]1CF
C 0.332 1.860 -0.284
C 0.642 0.677 0.639
C -0.084 -0.583 0.533
C -1.315 -0.702 -0.407
H 1.124 2.548 -0.288
H -0.554 2.352 0.012
H 0.256 1.492 -1.357
H 1.078 0.858 1.598
H -0.183 -1.191 1.414
H -1.571 -1.749 -0.528
H -1.103 -0.258 -1.391
F -2.397 0.004 0.121
S 1.568 -0.725 -0.214

## b
13
Properties=species:S:1:pos:R:3 method="wB97M-V/def2-TZVPD" gap_ev=9.38
C -3.017 -0.199 0.432
C -1.727 -0.477 -0.215
C -0.491 0.074 -0.247
C 0.856 -0.506 -0.617
H -3.476 0.066 -0.652
H -3.621 -1.423 1.005
H -2.924 0.883 1.220
H -1.780 -1.664 -0.370
H 1.116 -0.222 -1.670
H 0.841 -1.548 -0.591
H 1.638 -0.136 1.775
F -0.301 1.443 -0.187
S 2.324 -0.144 0.303

## c
13
Properties=species:S:1:pos:R:3 method="wB97M-V/def2-TZVPD" gap_ev=9.81
C -1.656 -0.717 -0.348
C -0.358 -0.579 0.379
C 1.795 0.413 -0.079
C 0.368 0.758 0.262
H -1.902 -1.748 -0.440
H -2.332 -0.112 0.259
H -1.525 -0.277 -1.285
H -0.469 -0.959 1.407
H 2.460 0.528 0.825
H 2.294 0.965 -0.904
H 0.331 1.423 1.135
F -0.135 1.585 -0.730
S 1.129 -1.280 -0.480

## d
13
Properties=species:S:1:pos:R:3 method="wB97M-V/def2-TZVPD" gap_ev=8.52 smiles="CC[C@H](F)C=S"
C -2.154 0.550 0.052
C -1.417 -0.628 -0.410
C -0.058 -0.332 -0.796
C 0.813 -0.336 0.527
H -2.413 1.236 -0.746
H -1.504 1.102 0.754
H -3.031 0.307 0.618
H -1.365 -1.403 0.371
H -2.051 -1.143 -1.210
H 0.106 0.549 -1.385
H 0.920 -1.198 1.082
F 0.531 -1.328 -1.469
S 1.341 1.061 1.094

Name the least stable of them. b.

## a
16
Properties=species:S:1:pos:R:3 method="wB97M-V/def2-TZVPD" gap_ev=10.94 smiles="NC(=O)O.O.O.O"
N 0.514 -0.697 0.093
C 0.424 -1.906 0.754
O -0.846 -2.431 0.605
O 1.324 -2.471 1.298
H -0.247 -0.508 -0.540
H 1.417 -0.601 -0.357
H -1.114 -2.735 1.484
H 1.118 1.978 1.909
H 1.734 0.688 1.444
O 1.949 1.489 1.943
H -1.727 1.165 0.254
H -1.720 2.459 -0.381
O -2.080 1.575 -0.551
H 0.016 1.362 -2.393
H -0.701 0.229 -3.133
O -0.061 0.404 -2.428

## b
16
Properties=species:S:1:pos:R:3 method="wB97M-V/def2-TZVPD" gap_ev=10.85 smiles="NC(=O)O.O.O.O"
N -1.478 1.475 -0.733
C -2.289 0.635 -0.017
O -1.558 -0.384 0.559
O -3.478 0.712 0.124
H -0.563 1.082 -0.912
H -1.972 1.798 -1.548
H -2.217 -1.091 0.662
H 2.616 -1.833 0.949
H 1.149 -1.618 0.671
O 1.853 -2.268 0.552
H 2.039 1.174 1.945
H 0.601 0.838 2.321
O 1.264 0.694 1.638
H 1.286 -1.087 -1.660
H 1.739 0.102 -2.539
O 1.008 -0.230 -2.013

Name the least stable of them. a.

## a
9
Properties=species:S:1:pos:R:3 method="wB97M-V/def2-TZVPD" gap_ev=8.13
C -1.121 -0.421 0.471
N -0.294 -1.338 -0.035
O 1.439 -0.066 -1.482
P 0.740 -1.411 -1.235
P 1.475 1.657 -0.095
S -0.493 1.676 0.078
H -2.169 -0.380 -0.007
H -1.299 -0.456 1.536
H 1.723 0.739 0.770

## b
9
Properties=species:S:1:pos:R:3 method="wB97M-V/def2-TZVPD" gap_ev=8.91 smiles="C1N=POPS1"
C -0.210 -0.418 -0.726
N 0.705 -1.492 -0.676
O 2.690 -0.082 0.327
P 2.146 -1.573 -0.305
P 2.152 1.531 0.164
S 0.238 1.367 -0.904
H -0.802 -0.570 -1.708
H -0.804 -0.388 0.225
H 1.858 1.791 1.527

## c
9
Properties=species:S:1:pos:R:3 method="wB97M-V/def2-TZVPD" gap_ev=8.40
C 0.580 1.168 0.370
N -0.612 1.600 0.131
O 0.234 -1.329 -0.382
P 1.148 -0.500 0.781
P -1.368 -1.574 -0.027
S -1.939 0.790 -0.230
H 1.320 1.979 0.763
H 2.301 -0.599 -0.045
H -1.664 -1.534 -1.361

## d
9
Properties=species:S:1:pos:R:3 method="wB97M-V/def2-TZVPD" gap_ev=7.91 smiles="PO/P=N/C=S"
C 1.420 0.542 1.328
N 0.275 -0.016 1.030
O -1.698 -0.760 -0.305
P -1.251 -0.215 1.142
P -0.912 -1.123 -1.752
S 1.740 2.122 1.048
H 2.202 -0.124 1.692
H 0.028 -0.081 -1.682
H -1.806 -0.346 -2.502

Name the least stable of them. c.

## a
39
Properties=species:S:1:pos:R:3 method="wB97M-V/def2-TZVPD" gap_ev=8.65 smiles="Cc1occc1-c1nnc(SCC(=O)N2CCc3ccccc32)o1"
C -4.382 -0.656 -1.792
C -3.745 -0.860 -0.471
C -2.682 -0.215 0.121
C -2.503 -0.820 1.402
C -3.460 -1.775 1.485
O -4.211 -1.803 0.362
H -3.709 -2.478 2.254
H -1.755 -0.561 2.124
C -1.887 0.841 -0.420
N -1.912 1.362 -1.611
N -0.938 2.291 -1.668
C -0.369 2.297 -0.504
S 0.973 3.263 0.004
C 1.467 2.352 1.515
H 2.485 2.686 1.719
H 0.815 2.667 2.332
C 1.389 0.829 1.436
O 0.756 0.226 2.279
N 2.060 0.228 0.430
C 2.032 -1.153 0.171
C 1.183 -2.114 0.688
C 1.337 -3.420 0.246
C 2.309 -3.757 -0.679
C 3.159 -2.785 -1.192
C 3.011 -1.484 -0.765
C 3.790 -0.260 -1.144
H 3.878 -0.142 -2.223
H 4.799 -0.309 -0.726
C 2.972 0.877 -0.511
H 2.399 1.404 -1.280
H 3.603 1.602 0.006
H 3.920 -3.042 -1.914
H 2.410 -4.781 -1.006
H 0.682 -4.185 0.636
H 0.430 -1.858 1.413
O -0.921 1.410 0.347
H -3.845 0.125 -2.322
H -4.355 -1.578 -2.370
H -5.425 -0.368 -1.670

## b
39
Properties=species:S:1:pos:R:3 method="wB97M-V/def2-TZVPD" gap_ev=8.04
C -2.348 -0.679 6.204
C -1.369 -1.671 5.937
C -0.673 -1.963 4.732
C 0.245 -2.866 4.918
C -0.102 -3.108 6.185
O -0.844 -2.376 6.705
H 0.704 -3.784 6.771
H 0.887 -3.320 4.108
C -0.896 -1.141 3.305
N -1.696 -0.129 3.180
N -1.404 0.051 1.752
C -0.592 -0.617 1.231
S -0.048 -0.403 -0.174
C -0.795 0.778 -0.897
H -1.877 0.441 -1.398
H -0.989 1.576 -0.083
C -0.019 1.812 -1.802
O 0.480 2.835 -1.585
N 0.150 0.932 -3.042
C 1.063 1.635 -4.154
C 1.460 2.885 -4.282
C 2.404 3.204 -5.474
C 2.362 2.250 -6.470
C 1.859 1.106 -6.397
C 0.825 0.542 -5.330
C 0.264 -0.569 -4.810
H 0.921 -1.193 -4.792
H -0.479 -0.921 -5.628
C -0.206 -0.147 -3.526
H 0.029 -0.948 -2.701
H -1.425 -0.314 -3.569
H 1.601 0.407 -7.258
H 2.827 2.582 -7.325
H 2.630 4.305 -5.450
H 1.476 3.642 -3.398
O 0.017 -1.603 2.289
H -2.800 -0.125 5.239
H -3.057 -1.182 6.504
H -2.083 -0.076 6.940

Name the least stable of them. b.

## a
17
Properties=species:S:1:pos:R:3 method="wB97M-V/def2-TZVPD" total_charge=+1 gap_ev=11.46 smiles="C[NH2+]C(O)(O)NC=O"
C 2.382 -0.034 0.167
C -1.663 1.346 -0.136
C -0.121 -0.637 -0.082
N 1.352 -0.912 0.121
N -0.402 0.830 0.384
O 2.155 1.148 0.462
O -0.591 -0.942 -1.296
O -0.720 -1.323 0.941
H 3.295 -0.535 0.091
H -2.465 0.674 0.171
H -1.865 2.486 0.147
H -1.521 1.241 -1.303
H 1.518 -1.716 -0.533
H 0.355 1.405 -0.106
H -0.195 0.866 1.468
H -1.160 -1.724 -1.305
H -0.352 -2.173 0.809

## b
17
Properties=species:S:1:pos:R:3 method="wB97M-V/def2-TZVPD" total_charge=+1 gap_ev=11.46
C 0.099 -0.982 -1.515
C 1.407 -0.437 0.327
C -0.750 -1.418 0.765
N -0.140 2.094 0.501
N 0.386 -1.107 -0.077
O -0.440 3.404 0.586
O 0.973 1.888 0.898
O -0.894 1.265 0.051
H 0.811 -0.543 -2.034
H -0.150 -2.045 -1.894
H -0.921 -0.559 -1.736
H 1.700 -0.375 1.411
H 2.067 -0.180 -0.399
H -1.213 3.628 0.050
H -0.643 -0.924 1.791
H -1.777 -1.184 0.302
H -0.515 -2.523 0.972

Name the least stable of them. b.

## a
15
Properties=species:S:1:pos:R:3 method="wB97M-V/def2-TZVPD" gap_ev=9.42 smiles=C[C@@H]1C#CCCS1
C 0.575 0.897 -1.439
C -0.364 1.482 -0.957
C 1.788 0.160 -1.480
C 1.503 -0.532 -0.081
C -0.728 1.223 0.755
C -1.975 0.401 0.813
S 0.848 0.465 1.234
H 1.838 -0.583 -2.242
H 2.601 0.949 -1.450
H 0.901 -1.422 -0.301
H 2.412 -0.754 0.455
H -0.688 2.119 1.398
H -1.975 -0.638 1.037
H -2.590 0.492 -0.135
H -2.654 0.759 1.664

## b
15
Properties=species:S:1:pos:R:3 method="wB97M-V/def2-TZVPD" gap_ev="7.46 / 7.31"
C 0.805 0.696 0.429
C -0.165 1.169 -0.575
C 0.254 -0.611 0.937
C -1.053 0.137 -1.109
C -1.090 -0.779 0.154
C 0.029 1.967 0.478
S 3.310 -0.310 -0.158
H 0.936 -1.426 0.717
H 0.082 -0.595 2.013
H -2.041 0.493 -1.399
H -0.590 -0.376 -1.953
H -1.269 -1.817 -0.117
H -1.910 -0.439 0.790
H -0.073 2.917 0.935
H 2.775 -1.025 -1.144

Name the least stable of them. b.

## a
14
Properties=species:S:1:pos:R:3 method="wB97M-V/def2-TZVPD" gap_ev=8.21 smiles="C#CCOC(=C)C=S"
C 1.183 -2.183 -0.011
C 0.348 -1.151 0.323
C -0.002 1.285 0.018
C -0.355 2.085 -1.206
C -0.589 2.832 -2.069
C -0.631 -1.336 1.448
H 1.898 -1.947 -0.715
H 1.033 -3.162 0.441
H -0.898 1.170 0.734
H 0.954 1.749 0.578
H -0.923 3.516 -2.774
H -0.192 -1.790 2.337
O 0.347 -0.007 -0.492
S -2.172 -1.061 1.388

## b
14
Properties=species:S:1:pos:R:3 method="wB97M-V/def2-TZVPD" gap_ev=7.15 smiles="COC1=CC=CC1=S"
C 2.781 -0.654 0.018
C 0.596 0.159 0.006
C 0.794 1.506 -0.050
C -0.498 2.217 0.011
C -1.508 1.295 0.055
C -0.940 -0.101 -0.015
H 3.302 -1.646 -0.043
H 3.072 -0.111 0.905
H 3.040 -0.106 -0.832
H 1.721 2.102 0.089
H -0.533 3.273 -0.095
H -2.603 1.532 -0.070
O 1.405 -0.950 -0.013
S -1.661 -1.498 0.000

## c
14
Properties=species:S:1:pos:R:3 method="wB97M-V/def2-TZVPD" gap_ev=9.32 smiles=c1ccsccoc1
C -1.896 -0.405 -0.094
C -1.225 -0.600 1.064
C 1.081 -0.975 0.682
C 1.597 -0.328 -0.349
C 1.201 1.041 -0.559
C -0.027 1.355 -0.998
H -3.034 -0.510 0.042
H -1.758 -1.006 1.945
H 1.283 -2.034 0.958
H 2.361 -0.710 -1.022
H 1.882 1.830 -0.371
H -0.304 2.406 -1.141
O 0.099 -0.264 1.444
S -1.259 0.200 -1.601

Name the least stable of them. a.

## a
6
Properties=species:S:1:pos:R:3 method="wB97M-V/def2-TZVPD" gap_ev=11.29
C 1.950 0.183 0.065
C -2.013 0.088 0.422
N 1.141 0.814 0.554
F 2.843 -0.500 -0.506
F -1.623 -1.141 0.223
F -2.297 0.555 -0.759

## b
6
Properties=species:S:1:pos:R:3 method="wB97M-V/def2-TZVPD" gap_ev=11.28
C -1.323 0.096 -0.466
C 1.104 -0.399 0.030
N -1.573 0.714 -1.384
F -1.163 -0.654 0.597
F 1.585 0.892 -0.057
F 1.369 -0.649 1.279

Name the least stable of them. b.